Entry from OMol25: the molecule C16H21NO (the ωB97M-V functional and the def2-TZVPD basis).

```
39
Properties=species:S:1:pos:R:3:forces:R:3
C -4.608253 -0.834571 1.753573 -0.101 0.088 -0.202
C -4.804260 -0.682667 0.249908 0.320 -0.137 -0.009
C -3.558419 -1.028720 -0.588252 -0.446 0.038 -0.019
N -2.404836 -0.162950 -0.479030 -0.099 0.053 0.199
C -2.659923 1.218398 -0.810682 0.407 0.041 -0.161
C -1.393949 1.981143 -1.229850 -0.480 0.060 -0.358
O -0.650342 2.491298 -0.151458 0.136 0.256 0.558
C -1.535818 -0.360836 0.665767 0.110 -0.063 -0.029
C -0.084747 -0.441614 0.256154 0.244 0.117 0.377
C 0.254115 -1.109096 -0.937021 0.192 -0.114 -0.112
C 1.555821 -1.223445 -1.330418 -0.174 -0.061 -0.047
C 2.597204 -0.680828 -0.548283 -0.063 0.159 0.250
C 3.952559 -0.779831 -0.923192 0.217 0.036 0.015
C 4.935405 -0.241279 -0.140707 0.012 -0.149 -0.261
C 4.606302 0.421693 1.051775 -0.126 0.123 0.234
C 3.301195 0.533915 1.441680 0.208 0.063 0.049
C 2.263609 -0.011501 0.657594 0.089 -0.181 -0.239
C 0.908666 0.090357 1.032289 -0.256 -0.191 -0.146
H -5.551333 -0.672469 2.272190 -0.024 0.004 0.113
H -3.887741 -0.114504 2.131971 0.093 0.048 0.101
H -4.255500 -1.835358 1.994799 0.056 -0.098 0.088
H -5.606329 -1.351309 -0.071687 -0.055 0.051 -0.068
H -5.120967 0.337585 0.024531 -0.085 0.007 -0.072
H -3.857943 -1.026305 -1.643634 0.007 -0.101 0.048
H -3.234321 -2.043103 -0.341873 -0.021 -0.037 -0.058
H -3.356409 1.228232 -1.653014 -0.040 0.053 0.034
H -3.128715 1.774619 0.026275 -0.043 0.002 -0.096
H -0.719198 1.312806 -1.765609 -0.108 0.039 -0.063
H -1.686596 2.802765 -1.901182 0.039 -0.130 0.017
H -1.221156 3.064912 0.373316 0.070 -0.018 -0.096
H -1.653227 0.436548 1.414657 -0.006 -0.096 0.014
H -1.797054 -1.308586 1.147142 -0.071 0.087 0.002
H -0.544863 -1.516419 -1.538853 -0.038 -0.025 -0.092
H 1.809171 -1.733176 -2.249917 0.007 -0.054 -0.079
H 4.200671 -1.290760 -1.843297 0.033 -0.041 -0.076
H 5.972408 -0.320833 -0.433978 0.055 -0.024 -0.048
H 5.395562 0.842777 1.658074 0.023 0.039 0.064
H 3.043706 1.045401 2.358519 -0.011 0.051 0.087
H 0.665456 0.609595 1.948722 -0.071 0.108 0.080
```
Positions in Å, forces in eV/Å.

The HOMO energy comes out at -7.905 eV. Its orbital gap is 8.75 eV. As for the total charge: 0. The calculation puts the energy above the lowest of the compared OMol25 structures with the same formula, charge and spin at 143.81 kJ/mol. The structure (SMILES) is CCCN(CCO)Cc1ccc2ccccc2c1. The calculation puts the electronic energy at -752.2651 hartree. As for the spin multiplicity: 1. Its largest force on an atom is 0.6 eV/A.

Partial charges, Löwdin, in e: C -0.1087; C -0.2388; C -0.2129; N -0.1822; C -0.1755; C -0.2355; O -0.0640; C -0.1500; C -0.2110; C -0.0361; C -0.0239; C -0.1707; C -0.0406; C -0.0905; C -0.0893; C -0.0368; C -0.1573; C 0.0105; H 0.0685; H 0.0590; H 0.0728; H 0.1045; H 0.0952; H 0.1154; H 0.1195; H 0.1243; H 0.1249; H 0.1174; H 0.1152; H 0.0903; H 0.1193; H 0.1270; H 0.1121; H 0.1101; H 0.1090; H 0.0991; H 0.0993; H 0.1095; H 0.1210

---

Entry from OMol25: a structure of composition C16H21NO7Ru in a non-equilibrium geometry (the ωB97M-V functional and the def2-TZVPD basis).

```
46
Properties=species:S:1:pos:R:3:forces:R:3
Ru 0.633661 -0.116271 -1.534038 1.036 0.010 -0.224
C 4.057899 1.324794 0.597416 0.000 -0.037 0.033
C 3.623894 0.446540 -0.564104 0.049 0.081 -0.122
C 4.668194 -0.598395 -0.909668 -0.029 -0.040 -0.001
O 2.438634 -0.289809 -0.167795 -0.180 0.199 -0.024
C 3.360894 1.345103 -1.815061 0.034 -0.220 0.231
O 4.321278 2.015377 -2.196390 -0.052 0.046 -0.057
O 2.201551 1.277251 -2.316934 -0.270 0.190 0.125
H 4.314509 0.711579 1.465662 -0.007 0.013 0.000
H 3.253285 2.013181 0.872465 0.015 0.004 0.000
H 4.919863 1.916882 0.296893 -0.001 -0.009 -0.005
H 4.944678 -1.166561 -0.018019 0.002 -0.003 -0.016
H 5.545889 -0.108353 -1.326407 0.004 0.003 0.008
H 4.264027 -1.290012 -1.651360 0.011 0.009 -0.006
H 1.943596 0.264494 0.457159 0.026 -0.054 0.063
O -1.067461 0.784878 -2.482911 -0.030 -0.173 -0.022
C -2.034501 1.196103 -1.842731 -0.080 0.117 -0.236
C -2.165490 1.597510 -0.468037 0.005 0.004 0.162
C -3.426097 2.106120 -0.135267 -0.037 -0.004 -0.003
C -3.705426 2.574170 1.122870 0.143 -0.066 -0.011
C -2.711435 2.557003 2.128769 -0.021 0.002 -0.022
C -1.480223 2.063934 1.846452 -0.065 0.016 0.054
C -1.129771 1.541441 0.547883 0.096 -0.036 -0.017
O 0.015501 1.064671 0.365144 -0.011 0.090 -0.067
N -5.014561 3.089670 1.417730 -0.166 0.093 0.008
O -5.861653 3.087124 0.534534 0.033 -0.018 0.012
O -5.227121 3.514956 2.545247 0.021 -0.021 0.006
H -2.971787 1.312663 -2.415493 0.011 0.062 0.018
H -4.204988 2.138090 -0.886415 0.003 0.006 0.002
H -2.954430 2.937943 3.110391 -0.002 0.000 -0.003
H -0.703147 2.034189 2.598909 -0.001 -0.001 0.000
C -0.456772 -4.082144 -0.379334 -0.003 0.023 -0.020
C -0.533363 -2.578677 -0.096278 0.361 -0.067 0.062
C 0.227774 -2.263780 1.193847 -0.052 0.027 0.002
C -2.000240 -2.164430 0.067426 -0.009 -0.023 0.004
C 0.024820 -1.774681 -1.263872 -0.660 -0.245 0.035
H -0.872366 -4.662040 0.450403 0.005 0.004 0.002
H 0.580246 -4.392714 -0.527848 -0.006 -0.003 0.002
H -1.016940 -4.334248 -1.283904 0.007 0.000 0.010
H -0.250258 -2.752285 2.049421 0.019 -0.011 -0.003
H 0.236346 -1.187391 1.368881 -0.017 -0.004 0.027
H 1.262598 -2.605451 1.128932 -0.001 0.018 -0.006
H -2.490333 -2.783820 0.826130 -0.007 0.021 0.003
H -2.545756 -2.276636 -0.873357 -0.002 -0.016 0.008
H -2.065203 -1.118657 0.370218 -0.016 -0.009 0.000
H 0.050182 -2.369307 -2.207559 -0.156 0.024 -0.010
```
Positions in Å, forces in eV/Å.

The HOMO energy (spin up / spin down) comes out at -3.964 / -3.987 eV. Its orbital gap (spin up / spin down) is 6.17 / 6.19 eV. As for the total charge: -1. The calculation puts the energy above the lowest of the compared OMol25 structures with the same formula, charge and spin at 14.28 kJ/mol. The calculation puts the electronic energy at -1298.5498 hartree. As for the spin multiplicity: 2. Its largest force on an atom is 1.1 eV/A.

Partial charges, Löwdin, in e: Ru 1.1061; C -0.0200; C -0.5135; C -0.0216; O -0.1212; C -0.6491; O 0.0026; O -0.1259; H 0.0848; H 0.0941; H 0.0881; H 0.0812; H 0.0868; H 0.0905; H 0.0621; O -0.0904; C -0.1956; C -0.1194; C 0.0352; C -0.1749; C -0.0062; C 0.0015; C -0.3629; O -0.0961; N -0.3738; O 0.0377; O 0.0385; H 0.1260; H 0.1209; H 0.1127; H 0.1126; C -0.0884; C -0.6674; C -0.0684; C -0.0618; C -0.2506; H 0.0740; H 0.0785; H 0.0737; H 0.0791; H 0.0587; H 0.0803; H 0.0799; H 0.0830; H 0.0661; H 0.0524

---

Entry from OMol25: a structure of composition C16H21NS2Sb in a non-equilibrium geometry (the ωB97M-V functional and the def2-TZVPD basis).

```
41
Properties=species:S:1:pos:R:3:forces:R:3
S 1.776353 2.251285 -0.196895 -0.018 -0.049 -0.142
C 0.233534 1.826862 0.173551 0.527 0.729 -0.003
S -0.277209 1.675574 1.843241 -0.573 -0.132 0.030
C 1.182714 1.058872 2.725792 0.350 -0.145 -0.148
C 1.798360 -0.220229 2.178607 0.511 -0.464 0.558
C 2.559997 -0.996517 3.270347 -0.046 0.554 -0.177
Sb 2.056216 -3.165706 3.256565 0.485 -0.436 0.079
N -0.777473 1.726935 -0.787098 0.580 -1.861 0.313
C -1.767000 0.670920 -0.582857 -0.723 0.491 0.017
C -3.066884 0.953098 -0.986270 -0.022 -0.022 -0.076
C -4.072372 0.004448 -0.878504 0.191 -0.132 0.088
C -3.791023 -1.242577 -0.333681 0.189 0.505 -0.156
C -2.489288 -1.518350 0.065302 -0.215 -0.254 0.025
C -1.474990 -0.583230 -0.067156 -0.029 0.084 -0.066
C -0.310109 1.657269 -2.162795 -0.178 0.880 -0.355
C 0.299578 0.533788 -2.698122 0.094 -0.216 0.043
C 0.701590 0.507086 -4.027701 -0.306 0.373 0.477
C 0.468081 1.614447 -4.836304 0.100 -0.225 0.156
C -0.146121 2.740701 -4.306438 0.086 -0.349 -0.031
C -0.532360 2.761113 -2.970231 0.013 -0.014 -0.345
H 0.817767 0.847663 3.728058 -0.422 0.091 0.042
H 1.935663 1.834242 2.830767 0.017 0.218 -0.149
H 2.510981 0.013171 1.398731 -0.147 0.071 -0.409
H 1.047094 -0.898428 1.766147 -0.274 0.167 -0.128
H 3.637630 -0.894478 3.137002 0.109 -0.107 -0.006
H 2.320495 -0.578784 4.251404 -0.071 -0.267 0.199
H 2.831611 -3.398845 4.842476 -0.070 0.154 0.080
H 3.631781 -3.542219 2.488925 0.045 -0.020 -0.014
H 1.365397 -2.975871 1.623643 -0.207 0.119 -0.118
H 0.501857 -2.736406 4.009463 -0.196 0.050 0.022
H 1.626869 -4.887159 3.237789 -0.060 0.066 -0.025
H -3.288190 1.920419 -1.410531 0.036 0.165 -0.010
H -5.070234 0.237512 -1.218164 -0.107 0.063 -0.004
H -4.585186 -1.964872 -0.234505 0.015 -0.209 0.071
H -2.268998 -2.486140 0.488797 0.170 -0.081 0.062
H -0.474933 -0.831157 0.248734 0.141 -0.058 0.067
H 0.473651 -0.332300 -2.077402 0.029 -0.051 0.125
H 1.195325 -0.378400 -4.391420 0.047 -0.086 -0.214
H 0.768827 1.578357 -5.872119 0.015 0.118 -0.136
H -0.326104 3.583386 -4.955676 -0.071 0.196 0.058
H -1.022901 3.634522 -2.571473 -0.016 0.085 0.200
```
Positions in Å, forces in eV/Å.

The HOMO energy comes out at -3.632 eV. Its orbital gap is 6.08 eV. As for the total charge: -1. The calculation puts the energy above the lowest of the compared OMol25 structures with the same formula, charge and spin at 21.59 kJ/mol. The calculation puts the electronic energy at -1713.4957 hartree. As for the spin multiplicity: 1. Its largest force on an atom is 2.0 eV/A.

Partial charges, Löwdin, in e: S 0.6938; C -1.0613; S 0.9127; C -0.5036; C -0.4057; C -0.4521; Sb 0.4565; N -0.0779; C -0.2596; C -0.0215; C -0.0889; C -0.0902; C -0.0603; C -0.0433; C -0.2947; C -0.0294; C -0.0689; C -0.0970; C -0.0849; C -0.0256; H 0.0662; H 0.0665; H 0.0666; H 0.0197; H 0.0284; H 0.0276; H -0.1405; H -0.1442; H -0.1237; H -0.1301; H -0.1634; H 0.1116; H 0.0950; H 0.0952; H 0.1094; H 0.0945; H 0.1201; H 0.1007; H 0.0937; H 0.0951; H 0.1136

---

Entry from OMol25: a structure of composition C16H22BClO2Pm in a non-equilibrium geometry (the ωB97M-V functional and the def2-TZVPD basis).

```
43
Properties=species:S:1:pos:R:3:forces:R:3
C 3.457243 0.317479 -0.509612 0.453 -0.153 -0.443
C 3.633015 1.486437 -1.310516 0.286 -0.653 -0.554
C 3.139751 1.201722 -2.620467 0.298 -0.802 0.864
H 4.025510 2.446855 -0.981756 -0.018 -0.289 -0.034
C 2.618566 -0.127159 -2.613643 0.389 0.563 0.165
C 2.821707 -0.671318 -1.315605 0.286 -0.314 0.186
H 2.405449 -1.618935 -0.949896 0.374 0.427 -0.241
H 3.635903 0.269806 0.565649 0.018 -0.108 -0.411
H 3.147637 1.881947 -3.455718 -0.094 0.030 -0.022
H 2.093708 -0.590488 -3.448293 0.202 0.008 0.294
Pm 1.099599 1.208442 -0.823807 -1.247 0.844 -0.785
Cl 1.241324 1.876768 1.670904 0.171 0.291 0.760
C -0.950244 2.808075 -1.209000 0.276 0.244 -0.101
C -0.901120 2.124733 -2.458178 0.049 0.063 0.100
C 0.248334 2.571431 -3.165178 -0.033 0.331 0.833
H -1.560982 1.311269 -2.776748 0.184 0.500 0.160
C 0.924691 3.523686 -2.343814 -0.698 -0.308 0.136
C 0.190203 3.668143 -1.133617 -0.380 -0.084 -0.554
H 0.513448 4.251224 -0.273288 -0.251 -0.087 -0.231
H -1.608534 2.567987 -0.373094 0.053 0.170 -0.352
H 0.575613 2.241469 -4.143100 -0.061 -0.030 0.098
H 1.845612 4.039895 -2.584715 -0.072 -0.059 -0.009
C -3.109790 -1.974538 0.553518 -0.565 0.124 0.047
C -2.095033 -1.194368 1.395621 -0.221 -0.628 0.101
C -2.732161 -0.683055 2.647142 -0.151 -0.318 0.571
O -1.678617 -0.081059 0.576082 -1.102 -1.019 1.458
B -0.619955 -0.640719 -0.018741 3.135 3.511 -5.173
O -0.079708 -1.804590 0.350646 -0.583 -1.117 1.664
C -0.756303 -1.989605 1.607481 -0.279 -0.415 0.923
C 0.099133 -1.420250 2.751211 0.395 0.093 -0.223
C -0.916639 -3.469581 1.803457 -0.471 -0.179 0.293
H -3.953621 -1.288668 0.345924 0.336 -0.348 0.069
H -3.494913 -2.843120 1.101999 -0.018 0.088 -0.129
H -2.711377 -2.296678 -0.419284 0.067 0.068 0.395
H -3.645958 -0.139431 2.388859 0.142 0.027 0.136
H -3.003670 -1.558762 3.257207 -0.062 0.306 0.123
H -2.048949 -0.041735 3.214710 -0.240 -0.071 -0.166
H -0.381402 -1.619969 3.714014 0.067 0.064 -0.025
H 1.073039 -1.941240 2.741648 -0.353 0.152 -0.007
H 0.320627 -0.341749 2.647682 -0.305 -0.505 0.001
H -1.430746 -3.915396 0.945903 0.165 -0.054 0.219
H 0.071912 -3.919034 1.931532 -0.160 -0.045 -0.071
H -1.502304 -3.625924 2.716882 0.018 -0.319 -0.064
```
Positions in Å, forces in eV/Å.

The HOMO energy (spin up / spin down) comes out at -2.965 / -2.867 eV. Its orbital gap (spin up / spin down) is 5.82 / 5.72 eV. As for the total charge: -1. The calculation puts the energy above the lowest of the compared OMol25 structures with the same formula, charge and spin at 110.78 kJ/mol. The calculation puts the electronic energy at -1866.9233 hartree. As for the spin multiplicity: 5. Its largest force on an atom is 7.0 eV/A.

Partial charges, Löwdin, in e: C -0.2830; C -0.2432; C -0.2235; H 0.0979; C -0.2094; C -0.2493; H 0.0964; H 0.0832; H 0.0872; H 0.0966; Pm 1.3153; Cl -0.1192; C -0.2618; C -0.2257; C -0.2112; H 0.0918; C -0.2265; C -0.2674; H 0.0805; H 0.0937; H 0.0878; H 0.0893; C -0.0202; C -0.5056; C -0.0139; O 0.0718; B -0.7807; O 0.0775; C -0.5042; C -0.0260; C -0.0228; H 0.0970; H 0.0825; H 0.0985; H 0.0916; H 0.0932; H 0.0933; H 0.0829; H 0.0975; H 0.0215; H 0.0863; H 0.0911; H 0.0894